[1]
The following is a DFT calculation (the ωB97M-V functional and the def2-TZVPD basis) of an isolated molecule of C2H2N4 at a distorted geometry.

Properties
- Orbital gap: 10.47 eV
- ΔE to the lowest compared entry with this formula, charge and spin: 54.3 kcal per mole
- Structure (SMILES): N#CNNC#N
- Spin multiplicity: 1

The geometry in XYZ format:
```
8
C2H2N4 the ωB97M-V functional and the def2-TZVPD basis
N 2.2150 -1.4991 0.4104
C 1.4819 -0.6891 0.0593
N 0.6038 0.2114 -0.2767
N -0.7423 -0.2152 -0.0843
C -1.4613 0.8424 0.2628
N -2.0665 1.7911 0.3905
H 0.7368 0.7413 -1.0968
H -0.7673 -1.1827 0.3348
```

natural (NBO) atomic charge list, values in e, 2 entries: atom 1 (N): -0.33, atom 2 (C): 0.37

=====

[2]
The following is a DFT calculation (the ωB97M-V functional and the def2-TZVPD basis) of a structure of composition C39H57IrN7O2.

Properties
- Orbital gap (spin up / spin down): 6.22 / 7.56 eV
- ΔE to the lowest compared entry with this formula, charge and spin: 5.1 kcal per mole
- Spin multiplicity: 2
- Net charge: +2
- <S²>: 0.754

The geometry in XYZ format:
```
106
C39H57IrN7O2 the ωB97M-V functional and the def2-TZVPD basis
Ir 0.3252 -0.6861 0.6462
C 1.3554 0.7060 1.9804
C 2.2127 0.5166 0.8602
C 2.4911 -0.9279 0.7936
C 1.8476 -1.4938 1.9451
C 1.1531 -0.5180 2.7021
C 0.7398 -0.6754 4.1539
C 2.0664 -0.6299 4.9374
C -0.1438 0.4705 4.6462
C 0.0574 -2.0185 4.4136
C 3.4321 -1.7723 -0.0713
C 4.8798 -1.3631 0.2448
C 3.2969 -3.2559 0.3069
C 3.1416 -1.6898 -1.5738
C 2.8222 1.7635 0.2108
C 1.8162 2.9273 0.2148
C 3.9813 2.1479 1.1586
C 3.4012 1.6335 -1.1994
H 0.9751 1.6655 2.2861
H 1.8664 -2.5441 2.1872
H 2.5953 0.3093 4.7646
H 2.7246 -1.4523 4.6518
H 1.8672 -0.7118 6.0061
H 0.3270 1.4437 4.4951
H -0.3081 0.3598 5.7181
H -1.1249 0.4791 4.1733
H 0.6921 -2.8599 4.1273
H -0.8985 -2.0992 3.8915
H -0.1493 -2.1250 5.4786
H 5.0726 -1.4185 1.3181
H 5.1236 -0.3585 -0.0898
H 5.5644 -2.0510 -0.2526
H 3.6371 -3.4582 1.3236
H 3.9210 -3.8464 -0.3632
H 2.2691 -3.6136 0.1957
H 3.0418 -0.6762 -1.9466
H 2.2266 -2.2366 -1.8109
H 3.9538 -2.1682 -2.1222
H 1.6075 3.2918 1.2205
H 0.8612 2.6706 -0.2488
H 2.2386 3.7643 -0.3398
H 3.6170 2.3397 2.1690
H 4.4569 3.0575 0.7906
H 4.7396 1.3674 1.2101
H 2.6549 1.3985 -1.9564
H 4.1969 0.8985 -1.2640
H 3.8365 2.5954 -1.4709
O -0.2365 -2.8449 -6.0854
N -0.9940 -3.4533 -5.3597
O -1.8028 -4.2808 -5.6998
C -0.8903 -3.1800 -3.9067
C -1.1782 -4.2039 -3.0807
C -1.0487 -4.0489 -1.6636
C -1.3229 -5.0746 -0.7428
C -1.1582 -4.8281 0.5982
C -0.7335 -3.5644 1.0150
N -0.4771 -2.5811 0.1623
C -0.6230 -2.8190 -1.1642
C -0.3314 -1.7362 -2.0509
N 0.0621 -0.5771 -1.4622
C 0.2833 0.4732 -2.2319
C 0.1465 0.4267 -3.6194
C -0.2162 -0.7455 -4.2322
C -0.4672 -1.8834 -3.4350
H -1.5077 -5.1467 -3.4971
H -1.6521 -6.0444 -1.0940
H -1.3525 -5.5908 1.3384
H -0.5982 -3.3395 2.0642
H 0.5657 1.3873 -1.7354
H 0.3272 1.3247 -4.1932
H -0.3110 -0.7978 -5.3053
C -2.5259 -0.7375 1.8515
N -1.7578 0.0570 0.8185
C -1.7824 1.4988 1.2821
N -3.1204 1.9868 1.4790
C -3.7898 1.1631 2.4885
N -3.8579 -0.2376 2.0581
C -4.5938 -0.3060 0.7937
N -3.9330 0.4989 -0.2346
C -2.5952 0.0135 -0.4424
C -3.8668 1.8914 0.2229
H -1.9591 -0.6921 2.7780
H -2.5781 -1.7702 1.5060
H -1.2699 2.0952 0.5249
H -1.2347 1.5498 2.2209
H -4.7998 1.5381 2.6463
H -3.2458 1.2277 3.4320
H -5.6060 0.0655 0.9457
H -4.6498 -1.3453 0.4636
H -2.1081 0.6356 -1.1918
H -2.6327 -1.0248 -0.7789
H -4.8779 2.2657 0.3766
H -3.3754 2.4982 -0.5398
C -2.4185 4.8792 -4.2052
C -2.2369 4.6137 -2.7065
C -1.3207 5.6478 -2.0565
C -1.7575 3.2293 -2.4620
H -2.8431 5.8691 -4.3698
H -3.0857 4.1472 -4.6618
H -1.4567 4.8351 -4.7200
H -3.2336 4.7118 -2.2456
H -0.3266 5.6185 -2.5088
H -1.2146 5.4678 -0.9843
H -1.7153 6.6548 -2.1864
H -1.0049 3.0321 -1.7080
H -2.1711 2.3945 -3.0165
```

Mulliken atomic charge list, values in e, 2 entries: atom 1 (Ir): 1.91, atom 2 (C): -1.99

=====

[3]
The following is a DFT calculation (the ωB97M-V functional and the def2-TZVPD basis) of a cluster of 3 separate species, C4H13NO2 in total at a distorted geometry.

Properties
- Orbital gap: 8.58 eV
- ΔE to the lowest compared entry with this formula, charge and spin: 28.4 kcal per mole
- Structure (SMILES): C=C(C)NC.O.O
- Spin multiplicity: 1

The geometry in XYZ format:
```
20
C4H13NO2 the ωB97M-V functional and the def2-TZVPD basis
C -0.5652 -1.2484 -0.6561
C -1.0049 -0.1840 0.0134
C -2.0451 0.7186 -0.6054
N -0.3654 0.3152 1.1509
C -1.1987 0.7154 2.2716
H -0.9292 -1.4404 -1.6587
H 0.2493 -1.8636 -0.3622
H -3.0826 0.3936 -0.5436
H -1.8899 0.7942 -1.6868
H -1.9131 1.7405 -0.2537
H 0.3685 -0.3192 1.4107
H -1.2576 1.7964 2.4288
H -0.7571 0.3382 3.1895
H -2.2389 0.3882 2.2037
O 1.8077 0.2599 -2.1551
H 1.2181 0.9803 -2.0090
H 1.5881 -0.3159 -2.8737
O 2.5783 -0.8034 0.3214
H 2.8357 0.1250 0.2212
H 2.4398 -0.9491 -0.6273
```

natural (NBO) atomic charge list, values in e, 2 entries: atom 1 (C): -0.51, atom 2 (C): 0.19

=====

[4]
The following is a DFT calculation (the ωB97M-V functional and the def2-TZVPD basis) of an isolated molecule of C16H20ClN3O3S at a distorted geometry.

Properties
- Orbital gap: 9.36 eV
- ΔE to the lowest compared entry with this formula, charge and spin: 0.0 kcal per mole
- Structure (SMILES): CC(C)(C)OC(=O)NCCc1nnc(SCc2ccccc2Cl)o1
- Spin multiplicity: 1

The geometry in XYZ format:
```
44
C16H20ClN3O3S the ωB97M-V functional and the def2-TZVPD basis
C -2.5548 -1.7316 0.8960
C -3.3357 -1.3911 -0.3727
C -4.8348 -1.3030 -0.0915
C -3.0472 -2.4203 -1.4658
O -2.8580 -0.1431 -0.9339
C -2.9138 0.9910 -0.2228
O -3.3693 1.1377 0.8838
N -2.3888 2.0102 -0.9674
C -1.9837 3.2441 -0.3362
C -0.9074 3.0209 0.7535
C 0.1298 2.0913 0.2599
N 1.2465 2.3552 -0.3286
N 1.8188 1.1816 -0.6701
C 1.0093 0.2513 -0.2684
S 1.1806 -1.4524 -0.4335
C 2.8788 -1.4851 -1.1207
C 3.8619 -0.8823 -0.1700
C 3.9317 -1.3417 1.1408
C 4.8090 -0.7837 2.0506
C 5.6367 0.2552 1.6588
C 5.5905 0.7220 0.3584
C 4.7093 0.1553 -0.5496
Cl 4.7000 0.7568 -2.1640
O -0.0865 0.7497 0.3372
H -2.7557 -0.9965 1.6703
H -2.8501 -2.7137 1.2542
H -1.4869 -1.7395 0.6850
H -5.3697 -1.0279 -0.9980
H -5.1991 -2.2657 0.2560
H -5.0286 -0.5545 0.6718
H -3.3844 -3.4022 -1.1483
H -3.5627 -2.1456 -2.3823
H -1.9793 -2.4590 -1.6649
H -1.9106 1.7312 -1.8102
H -1.6030 3.9097 -1.1108
H -2.8606 3.6947 0.1351
H -0.4485 3.9704 1.0212
H -1.3871 2.5706 1.6234
H 3.0789 -2.5434 -1.2915
H 2.8576 -0.9503 -2.0678
H 3.2739 -2.1438 1.4443
H 4.8427 -1.1554 3.0632
H 6.3190 0.7036 2.3646
H 6.2314 1.5294 0.0409
```

natural (NBO) atomic charge list, values in e, 2 entries: atom 1 (C): -0.64, atom 2 (C): 0.27